Here is C14H15F4N2O4Pt as an isolated structure from the OMol25 dataset. Energies are from ωB97M-V/def2-TZVPD.

Element x y z (Å)
Pt 0.7817 0.1561 -0.8969
C -1.0217 2.4380 0.6374
C 0.3771 2.5266 1.2299
N 1.0188 1.2209 1.3286
C 2.4398 1.3498 1.6296
C 3.2212 0.0956 1.2553
C 0.3376 0.2983 2.2334
C -0.7187 -0.6158 1.5769
N -0.2777 -1.1665 0.3085
C -1.0402 -2.0762 -0.2918
C -0.5967 -2.6701 -1.5130
F 0.6117 -2.2814 -2.0013
C -1.3346 -3.5809 -2.2266
F -0.8539 -4.0694 -3.3943
C -2.5619 -4.0455 -1.7727
C -3.0060 -3.5336 -0.5674
F -4.1911 -3.9744 -0.0740
C -2.2928 -2.5987 0.1490
F -2.8703 -2.1621 1.3089
H -1.3486 3.4121 0.2849
H -1.7396 2.0715 1.3659
H -0.9901 1.7560 -0.2165
H 0.3434 3.0191 2.2190
H 0.9917 3.1346 0.5644
H 2.5935 1.6048 2.6922
H 2.8224 2.1690 1.0191
H 3.0629 -0.7224 1.9554
H 4.2847 0.3205 1.2239
H 2.8889 -0.2213 0.2561
H -0.1501 0.8513 3.0518
H 1.0938 -0.3531 2.6741
H -1.6612 -0.0703 1.4519
H -0.9033 -1.4295 2.2911
H -3.1364 -4.7609 -2.3306
O -0.6991 3.3775 -3.3081
C -0.2474 2.3261 -2.9301
O -0.6786 1.2499 -2.5510
C 1.5013 2.3263 -2.8996
O 2.0145 3.0744 -3.6919
O 1.9348 1.5537 -2.0417

Calculated values
Gap between HOMO and LUMO (spin up / spin down) ... 6.792 / 4.990 eV
Charge ... -1
2S+1 ... 3

Here is C24H31ClN3S2SbW as an isolated structure from the OMol25 dataset. Energies are from ωB97M-V/def2-TZVPD.

Element x y z (Å)
W -0.8812 1.4108 0.4154
S 1.4876 1.6042 0.3577
C 2.0452 3.2376 0.1361
C 3.3909 3.5741 0.2470
C 3.7530 4.8989 0.0862
C 2.7935 5.8712 -0.1926
C 1.4599 5.5314 -0.3266
C 1.0890 4.2004 -0.1615
S -0.5736 3.6986 -0.2864
H 4.1270 2.8112 0.4638
H 4.7928 5.1795 0.1841
H 3.0897 6.9050 -0.3063
H 0.7100 6.2787 -0.5510
N -1.5359 0.0912 6.8447
C -1.2202 0.5770 5.8493
N -0.8245 1.1179 4.7197
C -0.9079 1.2006 3.5336
N -0.9004 1.3308 2.3261
Cl -3.0453 -0.4679 1.0038
C -3.0227 -0.0916 -0.7013
C -3.2998 -1.0320 -1.6721
C -3.2200 -0.6493 -3.0043
C -2.8572 0.6502 -3.3571
C -2.6575 1.6033 -2.3845
C -2.7896 1.2729 -1.0138
C -2.8329 2.2808 0.0580
H -3.6053 -2.0301 -1.3996
H -3.4528 -1.3733 -3.7746
H -2.7950 0.9286 -4.4005
H -2.4892 2.6376 -2.6578
H -3.5771 2.0766 0.8234
H -2.9831 3.2839 -0.3242
C -0.9698 -3.3133 2.0927
C -0.6896 -3.2140 0.6009
C -1.8518 -3.6988 -0.2448
Sb 0.1003 -1.2066 0.0771
C 2.0895 -1.4777 1.0534
C 2.0235 -0.9977 2.5018
C 2.5646 -2.9182 0.9657
C 0.4231 -1.3861 -2.1024
C 1.4004 -2.4978 -2.4570
C 0.8388 -0.0434 -2.6953
H -1.1795 -4.3550 2.3477
H -1.8444 -2.7299 2.3828
H -0.1168 -2.9995 2.6943
H 0.2044 -3.7869 0.3469
H -2.7893 -3.2512 0.0826
H -1.9491 -4.7782 -0.1026
H -1.6965 -3.5300 -1.3113
H 2.7413 -0.8339 0.4645
H 1.4053 -1.6588 3.1111
H 1.6517 0.0212 2.5996
H 3.0309 -1.0157 2.9242
H 1.9753 -3.5805 1.6009
H 3.5944 -2.9535 1.3282
H 2.5604 -3.3042 -0.0539
H -0.5692 -1.6527 -2.4713
H 2.4052 -2.2843 -2.0904
H 1.4538 -2.5939 -3.5435
H 1.0752 -3.4593 -2.0563
H 1.8626 0.2092 -2.4150
H 0.1905 0.7762 -2.3790
H 0.7973 -0.0942 -3.7859

Calculated values
Gap between HOMO and LUMO ... 6.087 eV
Charge ... +2
Energy above the lowest of the compared OMol25 structures with the same formula, charge and spin ... 0.8205 eV

Here is a 2-piece molecular cluster, HNO3P2 overall from the OMol25 dataset. Energies are from ωB97M-V/def2-TZVPD.

Element x y z (Å)
N -0.6195 -0.3105 0.4906
O -1.2528 -1.1240 1.0665
O 0.4380 0.2568 1.1181
O 1.9529 1.7954 -0.0048
P 1.8250 0.3841 -0.0683
P -0.5771 0.2685 -1.0501
H -1.7664 -1.2702 -1.5519

Calculated values
Gap between HOMO and LUMO (spin up / spin down) ... 8.166 / 8.165 eV
Energy above the lowest of the compared OMol25 structures with the same formula, charge and spin ... 1.9820 eV

Here is an isolated ion of composition C5H12NS and charge -2 from the OMol25 dataset. Energies are from ωB97M-V/def2-TZVPD.

Element x y z (Å)
C 1.5302 0.0277 0.5501
N 0.5195 -0.7407 -0.1729
C -0.9310 -0.4253 0.2752
C -1.8521 -1.6310 0.2301
S -3.6074 -1.2480 0.7397
C -1.4066 0.7664 -0.5517
C 2.3322 1.0337 -0.2863
H 1.0364 0.5459 1.3723
H 2.3146 -0.5413 1.0894
H 0.6584 -0.6218 -1.1624
H -0.7454 0.0695 1.2223
H -1.8928 -2.1457 -0.7429
H -1.2887 -2.3813 0.7944
H -1.4196 0.5980 -1.6304
H -0.7756 1.6261 -0.3793
H -2.3507 1.0699 -0.0974
H 2.9870 1.5639 0.4224
H 3.0592 0.5486 -0.9424
H 1.8325 1.8854 -0.7301

Calculated values
Gap between HOMO and LUMO (spin up / spin down) ... 2.071 / 5.990 eV
Charge ... -2
Energy above the lowest of the compared OMol25 structures with the same formula, charge and spin ... 0.5223 eV
2S+1 ... 2

Here is C25H44Cl3N4O3ScSeSi as an isolated structure from the OMol25 dataset. Energies are from ωB97M-V/def2-TZVPD.

Element x y z (Å)
C 2.7370 -2.5952 -2.6209
C 2.1678 -1.6602 -3.6341
H 2.0819 -3.4722 -2.5428
H 2.8701 -2.1143 -1.6497
H 3.7252 -2.9471 -2.9509
C 2.1902 -2.0152 -4.9402
C 2.4097 -3.4134 -5.4091
H 2.1039 -1.2726 -5.7504
H 1.8478 -4.1600 -4.8319
H 3.4600 -3.7323 -5.4094
H 2.0666 -3.4548 -6.4459
Sc 1.5908 0.1501 -0.0007
Cl 2.3006 0.5656 2.3074
Cl 3.8279 0.4069 -0.7691
C 0.7346 2.9668 0.8185
O 0.4941 1.8685 0.2319
N -0.2136 3.8431 1.1404
C -1.5942 3.3782 1.3880
C -0.0084 5.2535 0.8231
H 1.7564 3.2609 1.0861
H -1.6372 2.7870 2.3178
H -1.9694 2.7656 0.5510
H -2.2073 4.2824 1.4838
H 0.8894 5.6255 1.3254
H -0.8945 5.8055 1.1464
H 0.1273 5.3944 -0.2615
H -0.4828 -3.7464 4.0438
H -0.3065 -3.8565 0.2303
C -1.2460 -3.3546 3.3639
C -1.1528 -3.5773 0.8706
N -0.6536 -2.9294 2.0914
H -1.7543 -2.5297 3.8735
C 0.2239 -1.9409 1.9816
O 0.6403 -1.5493 0.8406
H -1.8132 -2.8981 0.3165
H 0.5493 -1.4782 2.9288
H -1.9557 -4.1520 3.1446
H -1.7048 -4.4613 1.1937
O 1.0164 -0.2443 -1.9397
C 1.7805 -0.2603 -3.1490
C 0.4072 0.2411 -5.2647
C 1.2994 0.6706 -4.2730
H 0.0186 -0.7806 -5.2581
C 0.0897 1.0692 -6.3468
H 2.7641 0.1575 -2.8352
C 1.9049 1.9307 -4.4078
H -0.6051 0.6993 -7.0988
C 0.6823 2.3200 -6.4712
C 1.5957 2.7400 -5.5013
H 2.6811 2.2280 -3.6973
H 0.3932 2.9824 -7.2904
H 2.0835 3.7031 -5.6053
Si -1.2257 -0.2322 -2.6840
Cl -1.1345 -2.0967 -3.5890
C -2.3976 0.3545 -4.1190
C -0.9307 1.6954 -2.5467
C -1.8847 -0.5572 -0.9591
H -2.3972 1.4360 -4.3156
H -3.3807 0.0646 -3.7267
H -2.2218 -0.1588 -5.0707
H -2.8532 -1.0788 -1.0886
H -2.0240 0.4009 -0.4252
H -1.2066 -1.1864 -0.3671
H -0.4370 2.0660 -3.4533
H -0.3567 2.0006 -1.6723
H -1.9206 2.1780 -2.4761
C 1.5903 -0.0676 6.4265
N 0.2696 -0.2488 6.9985
C 0.0090 -0.8076 8.2341
C -1.3450 -0.7818 8.4038
N -1.8867 -0.2183 7.2614
C -3.2911 0.0257 7.0523
C -0.8967 0.0838 6.3510
Se -1.0514 0.6759 4.6519
H 2.3061 -0.0027 7.2574
H 1.6024 0.8452 5.8279
H 1.8635 -0.9015 5.7705
H 0.7953 -1.1615 8.8898
H -1.9677 -1.1016 9.2280
H -3.8555 -0.9096 7.0755
H -3.6689 0.6837 7.8386
H -3.4139 0.5019 6.0821

Calculated values
Gap between HOMO and LUMO ... 7.708 eV
Energy above the lowest of the compared OMol25 structures with the same formula, charge and spin ... 3.6771 eV

Here is a 2-piece molecular cluster, C4H10N2O2 overall from the OMol25 dataset. Energies are from ωB97M-V/def2-TZVPD.

Element x y z (Å)
C 0.3266 1.7575 -1.7115
C -0.7479 0.9816 -1.7453
C -0.7598 -0.5125 -1.1756
N -1.8796 -1.1888 -1.5594
O 0.1909 -1.1525 -0.7704
H 1.1605 1.5112 -1.0709
H 0.3494 2.7155 -2.2108
H -1.5629 1.2328 -2.4184
H -2.5632 -0.7825 -2.1734
H -1.8912 -2.1946 -1.5039
C 0.7016 -0.7461 2.7145
N 0.6378 0.2797 1.6913
O 1.8077 0.2363 0.8601
H 1.6706 -1.2437 2.8439
H -0.0227 -1.5091 2.4245
H 0.4220 -0.3382 3.6850
H 0.6306 1.2840 2.0090
H 1.5297 -0.3306 0.1113

Calculated values
Structure (SMILES) ... C=CC(N)=O.CNO
Gap between HOMO and LUMO ... 9.186 eV
Energy above the lowest of the compared OMol25 structures with the same formula, charge and spin ... 3.9432 eV